{"formula": "C2H38O17", "method": "the ωB97M-V functional and the def2-TZVPD basis", "lumo_energy_ev": 0.013, "gap_ev": 10.47, "de_lowest_kcal_mol": 120.2, "multiplicity": 1, "energy_ha": -1377.88738, "species": ["C", "C", "H", "H", "H", "H", "H", "H", "O", "H", "H", "O", "H", "H", "O", "H", "H", "O", "H", "H", "O", "H", "H", "O", "H", "H", "O", "H", "H", "O", "H", "H", "O", "H", "H", "O", "H", "H", "O", "H", "H", "O", "H", "H", "O", "H", "H", "O", "H", "H", "O", "H", "H", "O", "H", "H", "O"], "coordinates": [[-2.360, -1.949, -1.728], [-1.521, -1.587, -0.692], [-3.506, -1.892, -1.382], [-1.951, -2.429, -2.592], [-1.921, -1.088, 0.137], [-0.569, -1.378, -0.964], [0.058, -4.267, 2.139], [-1.300, -4.258, 1.152], [-0.313, -4.254, 1.116], [-0.100, -1.157, -2.331], [1.123, -0.399, -3.001], [0.562, -1.091, -3.113], [-0.743, 1.005, 0.868], [-1.340, 2.218, 1.630], [-1.179, 1.330, 1.616], [-4.332, 0.412, 1.352], [-4.502, -0.228, -0.110], [-3.896, 0.028, 0.626], [-1.190, 0.470, -3.194], [-0.096, 1.285, -3.901], [-0.673, 1.155, -3.109], [1.588, 2.366, -3.665], [2.240, 1.753, -2.505], [1.778, 1.602, -3.266], [-0.506, 4.784, -0.102], [-1.901, 4.566, -0.483], [-1.509, 4.627, 0.267], [1.945, 1.776, 2.288], [1.755, 0.300, 1.848], [2.316, 1.094, 1.709], [-2.074, -0.386, 2.680], [-0.558, -0.357, 2.457], [-1.299, -0.806, 2.944], [2.613, 3.076, 0.144], [1.764, 2.784, -1.151], [1.933, 3.511, -0.470], [2.682, -0.233, -0.456], [3.367, 0.953, 0.010], [2.937, 0.625, -0.770], [0.704, -3.836, -0.858], [0.676, -3.252, -2.181], [1.247, -3.644, -1.548], [0.633, 3.354, 3.324], [0.916, 4.086, 2.095], [1.075, 3.279, 2.563], [2.423, -2.978, -0.545], [3.855, -2.463, 0.167], [2.793, -2.460, 0.196], [2.148, -2.237, 1.767], [0.692, -1.911, 1.380], [1.351, -1.848, 2.142], [0.470, -2.742, 3.558], [-0.970, -2.816, 3.617], [-0.208, -3.422, 3.643], [-1.666, 2.856, -2.102], [-3.046, 2.717, -1.423], [-2.417, 3.353, -1.795]], "lowdin_charge": [0.00, -0.05, 0.10, 0.04, 0.01, -0.01, 0.10, 0.05, -0.16, 0.03, -0.05, -0.04, 0.03, 0.00, 0.02, 0.02, 0.06, -0.05, -0.06, 0.08, -0.01, 0.00, -0.03, 0.04, 0.13, -0.15, -0.05, 0.00, 0.02, -0.08, -0.02, 0.03, -0.05, 0.06, 0.03, -0.10, 0.00, 0.01, -0.04, -0.03, 0.02, 0.02, 0.00, 0.05, 0.03, 0.01, 0.16, -0.11, 0.01, 0.07, -0.10, 0.01, 0.04, -0.09, 0.01, 0.06, -0.04]}

{"formula": "C4H11O2S2", "method": "the ωB97M-V functional and the def2-TZVPD basis", "lumo_energy_ev": 3.096, "gap_ev": 6.46, "total_charge": -1, "de_lowest_kcal_mol": 56.0, "multiplicity": 1, "energy_ha": -1105.79724, "species": ["C", "C", "O", "C", "S", "S", "C", "H", "H", "H", "H", "H", "H", "H", "H", "H", "H", "H", "O"], "coordinates": [[-0.606, 0.649, 0.989], [0.406, 0.162, 2.195], [1.620, 0.346, 1.851], [-1.539, -0.494, 0.866], [-2.481, -0.204, -0.760], [-1.634, -0.819, -2.449], [-0.073, -0.124, -2.825], [-1.057, 1.674, 1.267], [0.107, 0.726, 0.143], [0.190, -0.906, 2.340], [-0.019, 0.721, 3.082], [-1.038, -1.483, 0.668], [-2.167, -0.728, 1.749], [0.078, 0.572, -3.783], [0.818, -0.644, -2.970], [0.023, 0.524, -1.973], [2.511, -0.660, -0.521], [2.121, 0.515, 0.453], [2.740, 0.172, -0.321]], "lowdin_charge": [-0.28, -0.52, -0.26, -0.52, 0.39, 0.37, -0.53, 0.12, 0.07, 0.07, 0.08, 0.08, 0.09, 0.08, 0.00, -0.01, -0.08, -0.01, -0.13]}

{"formula": "C2H4N2OS", "method": "the ωB97M-V functional and the def2-TZVPD basis", "lumo_energy_ev": -0.411, "gap_ev": 8.89, "de_lowest_kcal_mol": 121.8, "multiplicity": 1, "energy_ha": -661.39147, "species": ["C", "C", "N", "N", "O", "S", "H", "H", "H", "H"], "coordinates": [[-0.349, 0.554, -0.155], [-0.788, -0.962, 0.230], [1.858, -0.119, 0.136], [1.124, 0.818, 0.005], [1.554, 1.945, -0.077], [0.742, -1.849, -0.072], [-0.490, 0.753, -1.308], [-1.026, 1.190, 0.434], [-1.113, -1.042, 1.336], [-1.511, -1.288, -0.529]], "lowdin_charge": [-0.14, -0.52, -0.02, -0.51, -0.01, 0.78, 0.16, 0.11, 0.09, 0.06]}

{"formula": "C29H20ClIrN4O2", "method": "the ωB97M-V functional and the def2-TZVPD basis", "lumo_energy_ev": -2.056, "gap_ev": 5.90, "de_lowest_kcal_mol": 12.0, "multiplicity": 1, "energy_ha": -2051.07232, "species": ["Ir", "C", "C", "C", "C", "C", "C", "C", "C", "N", "H", "H", "H", "H", "H", "H", "N", "C", "C", "C", "N", "C", "C", "H", "H", "H", "H", "H", "H", "Cl", "C", "C", "C", "C", "C", "C", "C", "O", "O", "H", "H", "H", "H", "N", "C", "C", "C", "C", "C", "C", "C", "C", "C", "H", "H", "H", "H"], "coordinates": [[0.717, 0.238, -0.061], [2.736, 0.143, -0.601], [2.669, -0.130, 0.810], [2.455, 0.917, 1.724], [2.339, 0.645, 3.096], [2.468, -0.647, 3.545], [2.722, -1.719, 2.645], [2.806, -1.471, 1.316], [2.351, -0.926, 4.948], [2.257, -1.155, 6.069], [3.019, -0.667, -1.263], [3.040, 1.135, -0.915], [2.425, 1.932, 1.344], [2.168, 1.448, 3.799], [2.833, -2.722, 3.033], [2.979, -2.271, 0.612], [-5.516, 0.584, -0.751], [-4.175, 0.545, -0.575], [-3.589, -0.280, 0.400], [-2.227, -0.291, 0.547], [-1.406, 0.480, -0.189], [-1.957, 1.262, -1.128], [-3.310, 1.325, -1.354], [-6.124, 0.000, -0.209], [-5.924, 1.151, -1.471], [-4.198, -0.910, 1.034], [-1.751, -0.928, 1.278], [-1.264, 1.864, -1.701], [-3.692, 1.977, -2.128], [-1.170, 8.736, -1.010], [-0.426, 7.177, -0.815], [-1.226, 6.065, -0.609], [-0.628, 4.823, -0.464], [0.754, 4.694, -0.514], [1.539, 5.825, -0.706], [0.955, 7.071, -0.865], [1.427, 3.352, -0.343], [2.640, 3.312, -0.107], [0.649, 2.347, -0.463], [-2.301, 6.177, -0.561], [-1.235, 3.944, -0.293], [2.614, 5.710, -0.727], [1.558, 7.954, -1.022], [-0.495, -9.466, -2.000], [-0.352, -8.356, -1.734], [-0.175, -6.973, -1.405], [-1.212, -6.066, -1.617], [-1.038, -4.733, -1.305], [0.177, -4.269, -0.781], [1.209, -5.195, -0.570], [1.037, -6.529, -0.875], [0.354, -2.891, -0.467], [0.496, -1.704, -0.237], [-2.150, -6.416, -2.025], [-1.839, -4.025, -1.467], [2.149, -4.851, -0.162], [1.838, -7.238, -0.709]], "lowdin_charge": [1.22, -0.11, -0.44, -0.02, 0.01, -0.20, -0.01, -0.03, -0.17, 0.17, 0.08, 0.07, 0.09, 0.13, 0.12, 0.11, 0.14, -0.31, 0.00, -0.12, -0.11, -0.12, 0.00, 0.11, 0.11, 0.12, 0.11, 0.11, 0.12, 0.66, -0.67, -0.10, -0.02, -0.13, -0.01, -0.10, -0.58, 0.01, -0.20, 0.10, 0.10, 0.12, 0.10, 0.15, -0.19, -0.24, -0.03, -0.02, -0.25, -0.02, -0.03, -0.10, -0.20, 0.12, 0.11, 0.11, 0.12]}

Copy entry 3 word for word.
{"formula": "C2H4N2OS", "method": "the ωB97M-V functional and the def2-TZVPD basis", "lumo_energy_ev": -0.411, "gap_ev": 8.89, "de_lowest_kcal_mol": 121.8, "multiplicity": 1, "energy_ha": -661.39147, "species": ["C", "C", "N", "N", "O", "S", "H", "H", "H", "H"], "coordinates": [[-0.349, 0.554, -0.155], [-0.788, -0.962, 0.230], [1.858, -0.119, 0.136], [1.124, 0.818, 0.005], [1.554, 1.945, -0.077], [0.742, -1.849, -0.072], [-0.490, 0.753, -1.308], [-1.026, 1.190, 0.434], [-1.113, -1.042, 1.336], [-1.511, -1.288, -0.529]], "lowdin_charge": [-0.14, -0.52, -0.02, -0.51, -0.01, 0.78, 0.16, 0.11, 0.09, 0.06]}